{
  "formula": "C27H90O22",
  "method": "wB97M-V/def2-TZVPD",
  "elements": ["O", "O", "O", "O", "O", "O", "O", "O", "O", "O", "O", "O", "O", "O", "O", "O", "O", "O", "O", "O", "O", "O", "C", "C", "C", "C", "C", "C", "C", "C", "C", "C", "C", "C", "C", "C", "C", "C", "C", "C", "C", "C", "C", "C", "C", "C", "C", "C", "C", "H", "H", "H", "H", "H", "H", "H", "H", "H", "H", "H", "H", "H", "H", "H", "H", "H", "H", "H", "H", "H", "H", "H", "H", "H", "H", "H", "H", "H", "H", "H", "H", "H", "H", "H", "H", "H", "H", "H", "H", "H", "H", "H", "H", "H", "H", "H", "H", "H", "H", "H", "H", "H", "H", "H", "H", "H", "H", "H", "H", "H", "H", "H", "H", "H", "H", "H", "H", "H", "H", "H", "H", "H", "H", "H", "H", "H", "H", "H", "H", "H", "H", "H", "H", "H", "H", "H", "H", "H", "H"],
  "xyz": [[16.429, 2.454, -5.849], [24.852, 1.918, -1.488], [21.088, 4.085, -2.163], [25.897, -4.165, -1.378], [27.804, 5.055, -0.201], [27.114, 0.496, -5.192], [28.813, 1.577, 4.099], [22.701, 5.361, 3.017], [20.517, -1.410, 1.193], [22.696, 5.000, -4.721], [25.554, 0.357, 0.584], [28.642, 3.406, 2.161], [25.339, 6.016, -4.653], [27.687, -0.959, 4.460], [26.161, -3.241, 3.780], [22.956, 5.095, 0.018], [18.925, 1.607, -4.275], [23.787, 1.351, 5.219], [22.741, -1.793, -3.898], [23.504, -3.200, 3.198], [24.146, 0.805, -7.877], [26.928, 0.145, -1.855], [24.464, 1.184, 0.786], [26.596, -0.570, 5.322], [22.430, 5.145, 4.400], [22.102, 6.036, 0.680], [22.916, -1.922, 3.062], [23.231, 0.505, -6.863], [17.453, 3.271, -5.159], [27.617, 3.131, 1.210], [20.109, -1.298, -0.138], [22.353, -2.596, -2.791], [26.016, -0.257, 1.813], [21.639, 5.507, 2.065], [24.360, 2.255, -2.814], [27.741, 3.645, -0.254], [28.772, 4.786, 2.454], [25.861, -3.501, -0.107], [28.226, -0.257, -1.381], [15.906, 1.402, -5.002], [26.163, 5.350, -5.623], [27.993, 5.605, -1.521], [22.445, 3.953, -5.645], [20.215, 1.062, -4.134], [23.798, 1.383, -0.632], [18.885, 2.690, -5.185], [24.317, 5.048, 0.448], [20.008, 3.583, -1.349], [24.234, 2.325, 4.282], [28.637, 3.127, -0.597], [29.249, 2.156, 4.725], [26.011, -4.210, 0.706], [26.532, -2.366, 3.899], [29.210, 5.339, 1.623], [20.658, -0.459, -0.566], [26.475, -3.739, 4.535], [25.855, 4.304, -5.635], [29.035, 5.578, -1.842], [24.901, -2.995, -0.219], [24.649, 2.196, 1.147], [23.455, 2.620, 3.580], [19.093, 3.514, -1.938], [25.131, -0.773, 2.185], [22.972, 2.094, -0.611], [23.395, 5.202, 4.904], [21.972, 4.888, -4.100], [26.270, 0.552, 2.499], [22.720, -2.231, -1.832], [17.101, 3.485, -4.150], [29.006, -0.116, -2.129], [24.907, 4.667, -0.387], [20.905, 1.806, -3.736], [20.554, 0.642, -5.080], [26.652, -2.753, -0.168], [24.975, 1.919, 3.593], [26.053, 5.744, -6.633], [20.995, 4.638, 1.929], [27.824, 5.258, 2.714], [25.203, 2.370, -3.495], [26.499, -1.300, 6.125], [27.200, 5.425, -5.297], [23.042, 1.674, 5.731], [27.724, 6.659, -1.602], [20.344, -2.218, -0.675], [24.443, 5.732, -4.850], [23.730, 0.755, 1.467], [28.161, -0.140, 4.302], [23.464, 0.434, -1.050], [20.113, 2.548, -1.023], [21.268, -2.486, -2.794], [19.529, 3.537, -4.949], [26.872, 3.263, -0.788], [24.650, 1.549, -7.540], [27.210, 5.223, -2.175], [27.594, 2.043, 1.151], [23.701, 1.494, -3.230], [22.594, -3.652, -2.914], [25.652, -0.569, 4.777], [22.608, 6.993, 0.808], [15.491, 1.671, -4.031], [26.645, 0.433, -4.360], [23.699, -1.787, -3.964], [24.459, 4.368, 1.287], [26.637, 3.350, 1.633], [23.844, 3.214, -2.770], [16.658, 0.626, -4.859], [28.039, 0.434, -4.952], [23.326, 3.751, -6.255], [21.027, 6.263, 2.558], [25.078, -4.662, -1.448], [19.947, -2.047, 1.630], [28.178, -1.309, -1.099], [19.736, 4.324, -0.597], [23.091, -1.511, 2.068], [17.469, 4.175, -5.769], [21.873, 4.245, 4.658], [26.414, 0.496, -1.123], [26.842, 0.429, 5.682], [26.877, -0.892, 1.606], [20.167, 0.266, -3.391], [15.109, 0.995, -5.624], [29.541, 4.829, 3.225], [23.293, -1.319, 3.887], [21.833, -1.987, 3.173], [28.633, 2.135, 3.342], [19.022, -1.237, -0.188], [21.548, 4.189, -6.216], [24.445, -3.125, 3.374], [22.192, 3.003, -5.175], [22.372, 1.158, -7.015], [24.615, 3.222, 4.770], [23.662, 0.904, -5.945], [21.340, 6.231, -0.074], [28.507, 0.234, -0.450], [19.199, 2.380, -6.182], [21.814, 4.298, -1.572], [22.936, -0.530, -6.687], [24.691, 6.059, 0.610], [21.849, 5.983, 4.785]],
  "e_tot_ha": -2737.2206,
  "charge": 1,
  "spin_multiplicity": 2,
  "gap_ev": [8.14, 1.60]
}


{
  "formula": "C28H14CeF15GeO2PS5",
  "method": "wB97M-V/def2-TZVPD",
  "elements": ["Ce", "Ge", "S", "S", "S", "S", "S", "P", "F", "F", "F", "F", "F", "F", "F", "F", "F", "F", "F", "F", "F", "F", "F", "O", "O", "C", "C", "C", "C", "C", "C", "C", "C", "C", "C", "C", "C", "C", "C", "C", "C", "C", "C", "C", "C", "C", "C", "C", "C", "C", "C", "C", "C", "H", "H", "H", "H", "H", "H", "H", "H", "H", "H", "H", "H", "H", "H"],
  "xyz": [[-0.450, -0.498, 0.660], [0.010, -4.294, 1.562], [1.370, 1.265, -0.520], [1.222, -2.569, 1.157], [-1.015, -1.472, -1.924], [-0.159, 1.483, 2.483], [-3.179, 0.241, 0.327], [-2.763, -0.589, -1.435], [1.386, -4.726, 6.564], [1.942, -7.206, -2.373], [1.420, -7.372, 1.791], [-2.769, -6.617, -2.448], [-4.380, -6.451, 3.644], [-1.823, -1.779, 2.374], [2.048, -5.664, -0.102], [-1.839, -6.501, 2.651], [0.376, -3.544, 4.309], [-2.626, -5.212, -0.129], [-0.492, -7.665, -3.567], [2.518, -7.227, 6.378], [-5.730, -4.076, 3.843], [-4.403, -1.724, 3.288], [2.518, -8.528, 3.972], [-3.941, -1.653, -1.571], [-3.114, 0.460, -2.631], [-3.777, -2.897, 3.113], [1.990, -6.632, 5.287], [-4.447, -4.090, 3.414], [0.820, -6.707, -1.814], [0.930, -4.771, 4.232], [-1.492, -5.721, -0.659], [-2.481, -5.320, 2.780], [-0.282, -5.501, -0.003], [-2.166, 1.417, -3.100], [1.987, -7.288, 4.056], [-1.710, 2.408, -2.039], [2.233, 1.308, 1.020], [3.624, 1.323, 0.973], [2.380, 1.371, 3.428], [-1.576, -6.425, -1.842], [3.760, 1.356, 3.362], [-2.485, -2.961, 2.643], [1.431, -5.355, 5.374], [-5.241, -2.595, -3.352], [4.386, 1.346, 2.126], [1.446, -6.676, 2.940], [-3.762, -5.308, 3.278], [1.590, 1.356, 2.279], [0.921, -5.387, 2.983], [0.862, -5.961, -0.657], [-0.419, -6.952, -2.420], [-1.800, -4.155, 2.405], [-3.960, -2.691, -2.547], [-2.692, 1.933, -3.911], [-1.108, 3.187, -2.503], [-1.293, 0.893, -3.510], [-6.093, -2.782, -2.702], [-2.569, 2.858, -1.547], [4.098, 1.305, 0.003], [-3.077, -2.605, -3.189], [-3.910, -3.647, -2.013], [-5.336, -1.596, -3.771], [5.466, 1.336, 2.068], [4.346, 1.356, 4.274], [1.873, 1.387, 4.384], [-5.224, -3.330, -4.151], [-1.089, 1.914, -1.273]],
  "e_tot_ha": -7608.4684,
  "charge": -1,
  "relative_energy_ev": 0.2981,
  "spin_multiplicity": 2,
  "gap_ev": [6.24, 6.31]
}


{
  "formula": "C28H14Cl2IrN6O8S2",
  "method": "wB97M-V/def2-TZVPD",
  "elements": ["Ir", "Cl", "Cl", "S", "S", "O", "O", "O", "O", "O", "O", "O", "O", "N", "N", "N", "N", "N", "N", "C", "C", "C", "C", "C", "C", "C", "C", "C", "C", "C", "C", "C", "C", "C", "C", "C", "C", "C", "C", "C", "C", "C", "C", "C", "C", "C", "C", "H", "H", "H", "H", "H", "H", "H", "H", "H", "H", "H", "H", "H", "H"],
  "xyz": [[0.661, -0.235, 0.581], [-5.119, -4.364, 1.215], [-1.839, -2.219, 4.867], [4.543, -1.027, 3.377], [0.289, 3.742, 3.282], [5.238, -2.512, -3.505], [0.902, 3.095, -0.521], [1.497, -2.166, -0.590], [4.679, 0.338, -3.010], [2.481, 0.437, -0.988], [-0.455, -1.138, 2.463], [-2.004, -0.103, -1.993], [3.350, -4.091, -1.852], [2.416, -0.514, 2.055], [-0.322, 1.170, -1.025], [0.550, 1.509, 2.082], [3.283, -2.657, 1.626], [-1.202, -1.317, -0.064], [-1.501, 2.535, 1.620], [-2.067, 4.773, -3.462], [-0.277, 2.499, 2.217], [3.380, -2.891, -1.969], [2.477, -1.909, -1.313], [4.378, -2.078, -2.798], [-1.500, -1.787, 2.214], [-1.940, -1.945, 0.834], [0.043, 2.561, -1.148], [-1.788, 2.224, -2.513], [-2.819, 2.469, -3.390], [-3.396, -3.165, 2.894], [4.098, -0.591, -2.525], [-1.349, 0.992, -1.798], [-3.293, -3.005, -0.903], [-1.493, -1.425, -1.443], [-1.029, 4.501, -2.569], [-2.545, -2.405, -1.825], [1.688, 1.683, 2.853], [-3.045, -2.779, 0.509], [-3.749, -3.352, 1.542], [3.774, 0.499, 3.625], [-2.303, -2.415, 3.217], [1.735, 2.840, 3.543], [-0.915, 3.210, -2.112], [2.668, 0.589, 2.865], [-2.946, 3.776, -3.867], [2.958, -0.551, -1.542], [3.305, -1.455, 2.236], [-3.741, 4.017, -4.561], [-1.960, 3.417, 1.483], [4.176, 1.215, 4.326], [-2.673, -2.594, -2.885], [-0.568, -1.580, -1.995], [-3.984, -3.632, 3.674], [2.509, -2.891, 1.019], [-4.062, -3.709, -1.190], [2.511, 3.214, 4.193], [-0.333, 5.269, -2.254], [-1.681, 1.805, 0.947], [-3.498, 1.684, -3.697], [3.996, -3.339, 1.798], [-2.188, 5.777, -3.850]],
  "e_tot_ha": -3826.9238,
  "spin_multiplicity": 6,
  "gap_ev": [6.48, 6.03]
}


{
  "formula": "C28H17BrCl68FN4O4",
  "method": "wB97M-V/def2-TZVPD",
  "elements": ["Br", "Cl", "Cl", "Cl", "Cl", "Cl", "Cl", "Cl", "Cl", "Cl", "Cl", "Cl", "Cl", "Cl", "Cl", "Cl", "Cl", "Cl", "Cl", "Cl", "Cl", "Cl", "Cl", "Cl", "Cl", "Cl", "Cl", "Cl", "Cl", "Cl", "Cl", "Cl", "Cl", "Cl", "Cl", "Cl", "Cl", "Cl", "Cl", "Cl", "Cl", "Cl", "Cl", "Cl", "Cl", "Cl", "Cl", "Cl", "Cl", "Cl", "Cl", "Cl", "Cl", "Cl", "Cl", "Cl", "Cl", "Cl", "Cl", "Cl", "Cl", "Cl", "Cl", "Cl", "Cl", "Cl", "Cl", "Cl", "Cl", "F", "O", "O", "O", "O", "N", "N", "N", "N", "C", "C", "C", "C", "C", "C", "C", "C", "C", "C", "C", "C", "C", "C", "C", "C", "C", "C", "C", "C", "C", "C", "C", "C", "C", "C", "C", "C", "H", "H", "H", "H", "H", "H", "H", "H", "H", "H", "H", "H", "H", "H", "H", "H", "H"],
  "xyz": [[2.331, 2.149, -2.840], [11.282, -6.663, 6.006], [-0.378, -11.734, 5.937], [7.620, -6.304, 0.868], [-11.261, -0.652, -8.715], [-11.103, 5.467, -2.617], [4.685, -9.288, 4.527], [6.067, 4.396, 2.375], [0.674, -10.561, 3.490], [-9.619, 1.234, -10.202], [4.905, 3.395, -4.820], [0.980, -7.266, 8.139], [-9.723, 0.591, -2.804], [-5.557, 2.181, -2.414], [-9.229, -0.409, -5.491], [-10.103, 2.947, -1.561], [9.140, -6.362, 4.060], [-7.102, 3.796, -0.551], [-10.980, 2.087, -7.776], [-9.902, 5.373, 0.032], [9.637, -8.373, 1.210], [9.619, -6.744, -1.200], [-5.515, 1.563, 0.429], [-8.288, -1.911, -3.184], [-14.640, 8.697, -10.980], [3.841, 5.379, -6.663], [10.899, 4.406, -0.383], [-1.345, -6.154, 9.489], [8.501, 5.608, 0.746], [-1.077, -5.898, 6.603], [3.555, 6.067, -3.208], [-0.509, 7.630, -2.156], [-0.118, 5.083, -0.805], [5.585, 6.827, -1.266], [4.426, 4.159, -1.191], [5.815, 1.507, 2.613], [-14.033, 9.218, -4.946], [2.257, 3.038, -5.972], [-16.161, 11.068, -10.254], [2.256, -10.498, 5.931], [4.622, 2.754, -7.644], [4.643, -8.670, 1.684], [0.513, -4.897, 4.283], [-11.651, 7.564, -4.714], [8.449, 2.742, 2.608], [-2.334, -4.752, 3.705], [-2.260, 5.384, -2.751], [-13.233, 7.501, -7.155], [10.891, -4.116, 4.655], [6.867, 2.679, 0.167], [0.671, -4.382, 8.367], [11.912, -6.405, 3.177], [9.899, 6.926, -1.439], [-0.922, -2.395, 4.662], [3.098, -7.055, 3.547], [-0.127, -8.845, 5.699], [-12.500, 4.148, -0.432], [-17.494, 8.489, -10.452], [-4.197, 3.962, -0.558], [-12.514, 1.525, -10.183], [-15.643, 9.007, -8.267], [-0.428, -3.396, 1.975], [11.099, 6.833, 1.210], [6.003, -6.888, 3.540], [-11.135, -1.766, -3.762], [2.825, 6.463, -0.419], [-14.285, 6.329, -4.709], [7.523, -8.713, -0.760], [0.512, 5.341, -3.634], [5.413, -4.486, 2.296], [3.708, -0.453, 4.636], [-2.214, -0.330, 2.719], [4.056, 0.969, -0.861], [-2.393, 1.164, 0.847], [2.295, -1.435, 1.429], [3.844, -2.411, -0.388], [3.194, -2.356, 2.016], [5.117, -3.905, 1.109], [2.063, -0.727, -1.352], [-0.239, 1.576, 2.360], [-1.661, 0.811, 1.926], [10.806, -5.886, 4.475], [-15.985, 9.315, -9.988], [3.906, 3.642, -6.274], [4.125, -2.963, 0.991], [4.098, 5.879, -1.521], [-0.594, 5.859, -2.336], [0.966, 0.873, 1.437], [5.706, -1.703, 3.781], [-0.193, -5.925, 8.149], [-5.593, 2.876, -0.774], [-10.902, 4.483, -1.145], [6.800, 2.831, 1.941], [2.678, -1.482, -0.033], [10.100, 5.943, 0.034], [8.600, -7.534, 0.030], [4.206, -1.851, 4.426], [1.178, -0.630, 2.052], [3.123, -2.657, 3.496], [-9.594, -0.874, -3.810], [-11.094, 1.049, -9.219], [-0.793, -3.860, 3.656], [4.607, -7.975, 3.324], [-13.300, 7.653, -5.381], [2.917, 0.697, -1.537], [0.606, -10.410, 5.264], [3.767, -0.063, 3.696], [-0.407, 2.706, 2.109], [0.546, 0.899, 0.331], [0.183, -1.288, 2.015], [3.324, -3.821, 3.664], [2.332, -1.380, -2.311], [1.395, -0.484, 3.216], [-0.103, 1.343, 3.505], [2.039, -2.475, 3.962], [5.677, -1.343, 2.663], [-2.000, -1.199, 2.250], [0.898, -0.524, -1.289], [1.920, 1.579, 1.551], [6.341, -0.889, 4.374], [4.350, -2.345, 5.501], [5.625, -4.181, 0.216], [6.317, -2.719, 3.915]],
  "e_tot_ha": -35563.1365,
  "charge": 1,
  "gap_ev": 8.03
}


{
  "formula": "C28H17N7O8S2SeW",
  "method": "wB97M-V/def2-TZVPD",
  "elements": ["W", "Se", "S", "S", "O", "O", "O", "O", "O", "O", "O", "O", "N", "N", "N", "N", "N", "N", "N", "C", "C", "C", "C", "C", "C", "C", "C", "C", "C", "C", "C", "C", "C", "C", "C", "C", "C", "C", "C", "C", "C", "C", "C", "C", "C", "C", "C", "H", "H", "H", "H", "H", "H", "H", "H", "H", "H", "H", "H", "H", "H", "H", "H", "H"],
  "xyz": [[1.028, 0.146, -0.536], [3.557, 0.327, 0.566], [-0.449, 0.748, -2.505], [0.928, 2.519, -0.258], [0.492, 0.490, 1.317], [-3.769, 3.134, -0.270], [-0.778, -0.764, -0.534], [-5.371, 3.253, 1.106], [-4.577, -2.179, 4.258], [-4.836, -0.103, 4.894], [-1.637, -2.631, 0.295], [2.450, 0.754, -1.790], [3.365, -0.525, 3.472], [1.095, 5.636, -2.239], [-4.434, 2.667, 0.587], [-0.569, 3.381, -5.085], [1.299, -1.843, 0.707], [1.348, -1.576, -1.986], [-4.639, -0.944, 4.036], [2.372, -0.453, -3.826], [1.793, -1.531, -3.173], [0.636, 3.146, -1.776], [-4.059, 1.322, 1.133], [-0.213, 3.000, -4.041], [0.888, 4.569, -1.928], [3.831, 0.411, -5.658], [-0.020, 0.116, 2.475], [-4.154, -0.372, 2.711], [-0.960, -0.844, 4.876], [0.246, -1.245, 2.857], [-4.615, 0.920, 2.308], [-1.354, 0.395, 4.430], [0.997, -2.083, 1.904], [-1.628, -1.443, 0.203], [2.791, 0.664, -3.077], [-2.603, -0.644, 0.945], [-3.213, -1.142, 2.102], [4.267, 1.419, -4.785], [3.711, 1.593, -3.491], [-0.879, 0.898, 3.263], [-3.059, 0.564, 0.462], [1.274, -2.932, -1.424], [3.474, -0.305, 2.325], [-0.174, -1.629, 4.099], [0.051, 2.407, -2.746], [2.880, -0.446, -5.159], [1.917, -2.896, -0.013], [1.960, -2.482, -3.615], [2.656, -1.366, -5.732], [-2.498, 1.103, -0.257], [4.254, 0.337, -6.606], [0.335, -2.519, 4.520], [2.957, -2.611, -0.118], [4.061, 2.364, -2.799], [-5.196, 1.526, 2.908], [0.221, -3.222, -1.283], [1.219, -3.087, 2.332], [5.093, 2.027, -5.140], [-1.240, -1.321, 5.796], [-3.008, -2.084, 2.560], [1.780, -3.525, -2.106], [-1.922, 1.036, 5.178], [-1.186, 1.803, 2.868], [1.815, -3.925, 0.463]],
  "e_tot_ha": -5327.1183,
  "relative_energy_ev": 1.3826,
  "gap_ev": [5.94, 5.94]
}


Which formula does entry 2 have?
C28H14CeF15GeO2PS5


What is the formula in the first record?
C27H90O22